# C32H37LiN2O3PSe2Si

A molecular structure, C32H37LiN2O3PSe2Si at a distorted geometry (ωB97M-V/def2-TZVPD, the Open Molecules 2025 dataset).

* charge: -1
* energy relative to the best compared isomer or geometry (same formula, charge and spin): 25.9 kcal per mole
* highest occupied orbital energy: -1.907 eV
* spin multiplicity: 1
* orbital gap: 3.4185 eV
* strongest force on any atom: 0.0636 hartree/bohr

Each line ends with the Mulliken charge.
Element x y z (Å)
Li  -1.7833  1.3806  0.7823  0.61
C  -1.9812  5.9835  -1.7913  -0.90
N  -2.3936  4.5488  -1.7186  0.08
C  -2.9750  3.9083  -2.8836  -0.99
C  -2.1715  3.7957  -0.6239  1.02
O  -2.4979  2.5869  -0.5780  -0.61
C  -1.3907  4.4722  0.5843  -0.68
O  -0.7691  3.3481  1.2305  -0.43
C  -0.2541  3.4542  2.5806  -0.88
C  -0.2028  2.0117  3.0260  0.81
O  -0.7004  1.1083  2.3375  -0.58
N  0.3688  1.7304  4.1981  0.15
C  0.7371  0.3749  4.5841  -1.04
C  1.0548  2.7744  4.9812  -0.98
H  -1.4730  6.1310  -2.7255  0.37
H  -1.2852  6.1498  -1.0198  0.32
H  -2.8038  6.6925  -1.7841  0.27
H  -3.9689  4.3651  -3.0966  0.34
H  -3.1936  2.8637  -2.5674  0.26
H  -2.3521  3.8616  -3.7644  0.33
H  -2.1785  4.9520  1.2189  0.40
H  -0.5610  5.2081  0.2838  0.16
H  -0.9012  4.0326  3.2272  0.42
H  0.7683  3.9093  2.6188  0.35
H  0.2097  -0.2790  3.8858  0.34
H  0.3648  0.1309  5.5941  0.32
H  1.8115  0.1954  4.5042  0.35
H  2.0281  2.9337  4.5378  0.37
H  1.2055  2.3012  6.0020  0.31
H  0.4269  3.6846  5.0685  0.29
Se  -4.1999  -1.2067  0.1051  -0.54
P  -2.6877  -2.6933  -0.2852  0.25
Se  -0.7440  -1.7717  -0.7779  -0.44
C  -2.5949  -3.7995  1.1100  0.28
C  -1.3925  -4.0833  1.7687  -0.20
C  -1.3932  -4.9515  2.8825  -0.66
C  -2.6154  -5.5039  3.2942  -0.27
C  -3.8014  -5.2718  2.6235  -0.61
C  -3.8177  -4.3766  1.5402  -0.47
C  -3.0359  -3.8774  -1.6570  0.28
C  -4.1955  -3.6905  -2.3820  -0.16
C  -4.6287  -4.6685  -3.2815  -0.46
C  -3.8765  -5.7763  -3.5426  -0.31
C  -2.6458  -5.9341  -2.9033  -0.62
C  -2.2571  -4.9952  -1.9346  -0.34
H  -0.4950  -3.6337  1.3786  0.37
H  -0.4671  -5.1137  3.4407  0.37
H  -2.6981  -6.0927  4.2079  0.32
H  -4.7428  -5.7659  2.8829  0.34
H  -4.7422  -4.0284  1.0857  0.36
H  -4.7854  -2.8010  -2.1432  0.18
H  -5.6784  -4.5749  -3.7023  0.24
H  -4.1942  -6.5609  -4.2136  0.36
H  -2.0414  -6.8162  -3.1267  0.34
H  -1.3496  -5.0848  -1.3440  0.35
C  5.5579  -2.5662  -1.3561  -0.49
C  5.2860  -1.5890  -2.3339  -0.43
C  4.1889  -0.8151  -2.3177  -0.53
C  3.3135  -0.8585  -1.2456  0.38
C  3.5114  -1.8892  -0.2792  -0.36
C  4.5940  -2.7527  -0.3359  -0.37
Si  1.9433  0.4818  -1.1928  -0.39
C  3.2179  1.9753  -1.2923  0.22
C  3.1601  2.9541  -2.3133  -0.46
C  4.2254  3.7957  -2.4859  -0.27
C  5.3004  3.7772  -1.5803  -0.34
C  5.2840  2.8946  -0.5244  -0.39
C  4.2093  2.0730  -0.3103  -0.48
H  6.4479  -3.1345  -1.3089  0.41
H  6.0830  -1.3447  -3.0209  0.30
H  3.9999  -0.0887  -3.0916  0.36
H  2.7840  -1.9354  0.5298  0.36
H  4.8306  -3.4889  0.4139  0.36
H  1.2236  0.5616  -2.5248  -0.19
H  2.3180  2.9208  -3.0390  0.28
H  4.1771  4.6138  -3.2069  0.31
H  6.1454  4.4625  -1.7696  0.30
H  6.0567  2.9247  0.2658  0.27
H  4.0836  1.4900  0.6008  0.40



# C32H37N9O4SV

A molecular structure, C32H37N9O4SV (ωB97M-V/def2-TZVPD, the Open Molecules 2025 dataset).

* charge: -2
* energy relative to the best compared isomer or geometry (same formula, charge and spin): 0.3 kcal per mole
* highest occupied orbital energy (alpha / beta): -0.414 / -2.372 eV
* spin multiplicity: 4
* ⟨S²⟩: 3.79
* orbital gap (alpha / beta): 4.4578 / 6.4110 eV
* strongest force on any atom: 0.0103 hartree/bohr

Each line ends with the Löwdin spin population.
Element x y z (Å)
V  0.2885  -0.6701  -0.9620  1.91
C  -2.5229  -0.1480  -2.3432  0.00
C  -2.7186  -0.8656  -1.0036  0.01
N  -1.5956  -1.7475  -0.6794  0.01
C  -1.7013  -3.1171  -1.1901  0.01
C  -1.8408  -3.2517  -2.7035  0.00
N  -0.7601  -2.6783  -3.4802  0.01
C  -1.0630  -1.6571  -4.4585  0.00
C  -0.7384  -0.2150  -4.0343  0.00
N  -1.1000  0.0810  -2.6425  0.01
H  -2.9457  -0.7479  -3.1455  0.00
H  -3.0873  0.7905  -2.3365  0.00
H  -2.7794  -0.1453  -0.1905  0.00
H  -3.6756  -1.4058  -1.0114  0.00
H  -1.5701  -1.8060  0.3515  0.00
H  -0.8045  -3.6477  -0.8603  0.00
H  -2.5662  -3.6208  -0.7348  0.00
H  -1.9221  -4.3326  -2.8932  0.00
H  -2.8011  -2.8318  -3.0242  0.00
H  0.0293  -2.3973  -2.8999  0.00
H  -0.4952  -1.8336  -5.3801  0.00
H  -2.1168  -1.7522  -4.7394  0.00
H  0.3355  -0.0634  -4.1226  0.00
H  -1.2380  0.4681  -4.7382  0.00
H  -0.8325  1.0351  -2.4184  0.00
O  0.6456  -1.1670  0.8676  0.03
C  0.9416  -0.7153  2.0706  0.00
C  2.2995  -0.6693  2.4401  0.00
C  2.7105  -0.1869  3.6656  0.00
C  1.7711  0.2579  4.5906  0.00
C  0.4300  0.1954  4.2589  0.00
C  -0.0101  -0.2767  3.0172  0.00
C  -1.4661  -0.2910  2.7903  0.00
N  -2.1769  -1.2060  2.1454  0.00
C  -3.4939  -0.8519  2.3459  0.00
C  -3.5693  0.2789  3.1072  0.00
N  -2.2803  0.6186  3.3785  0.00
H  3.0153  -1.0048  1.6984  0.00
H  3.7691  -0.1547  3.9017  0.00
H  2.0698  0.6460  5.5558  0.00
H  -0.3052  0.5146  4.9894  0.00
H  -4.3025  -1.4379  1.9365  0.00
H  -4.3835  0.8629  3.4979  0.00
H  -2.0046  1.4906  3.8394  0.00
O  -3.0770  4.2880  6.8935  0.00
S  -2.5891  3.1161  6.1896  0.00
O  -3.4849  2.6269  5.1443  0.00
O  -2.0696  2.0552  7.0442  0.00
C  -1.0951  3.6446  5.2876  0.00
N  -0.1557  4.2924  5.9749  0.10
C  0.9779  4.5044  5.2902  0.02
C  1.1825  4.1109  3.9924  0.06
C  0.1122  3.4714  3.3295  0.08
N  -1.0345  3.2470  4.0311  0.08
C  0.1506  2.9930  1.9870  0.18
C  -1.0553  2.6944  1.2840  0.06
C  -1.0149  1.9704  0.1352  0.08
N  0.1280  1.4529  -0.4226  0.20
C  1.2879  1.8868  0.1677  0.08
C  1.3466  2.6541  1.2920  0.06
H  1.7648  5.0241  5.8316  0.00
H  2.1229  4.3052  3.4941  0.00
H  -2.0055  3.0130  1.6907  0.00
H  -1.9406  1.7465  -0.3858  0.01
H  2.1991  1.5237  -0.2940  0.01
H  2.3185  2.8843  1.7102  0.00
C  2.7539  1.0750  -3.4042  0.00
C  2.9264  -0.3287  -3.9081  0.00
C  3.6721  -0.5887  -5.0463  0.00
C  3.9260  -1.8887  -5.4707  0.00
C  3.4455  -2.9385  -4.6963  0.00
C  2.6888  -2.7268  -3.5542  0.00
C  2.2664  -3.8865  -2.6944  0.00
C  2.3547  -1.3990  -3.1537  0.00
N  1.5885  -1.1494  -2.0760  -0.04
H  3.3035  1.7825  -4.0291  0.00
H  3.1195  1.1511  -2.3768  0.00
H  1.7079  1.3920  -3.3604  0.00
H  4.0806  0.2498  -5.6045  0.00
H  4.5129  -2.0787  -6.3615  0.00
H  3.6798  -3.9619  -4.9782  0.00
H  2.9114  -4.7499  -2.8748  0.00
H  1.2360  -4.1931  -2.8948  0.00
H  2.3190  -3.6087  -1.6396  0.00



# C32H38BrF4NO3P

4 unconnected molecules or ions with the total composition C32H38BrF4NO3P at a distorted geometry (ωB97M-V/def2-TZVPD, the Open Molecules 2025 dataset).

* charge: +1
* highest occupied orbital energy: -10.614 eV
* spin multiplicity: 1
* orbital gap: 6.5855 eV
* strongest force on any atom: 0.0586 hartree/bohr

Each line ends with the Mulliken charge.
Element x y z (Å)
C  2.8940  1.0345  1.1772  -0.06
C  2.1112  1.1017  0.2711  -0.84
C  1.2167  1.3174  -0.8926  1.07
C  1.4910  0.2887  -2.0099  -1.05
C  0.6614  -1.0394  -2.0100  -1.97
C  -0.6857  -1.0600  -1.2639  3.12
C  -0.6531  -1.1229  0.3113  -1.45
C  0.3021  -2.2181  0.8657  -0.77
C  1.2621  -1.7478  1.9846  -0.72
F  2.5577  -2.0669  1.6151  -0.31
C  -1.4004  -2.4790  -1.5809  -0.23
C  -0.6060  -3.5939  -2.3096  -1.49
C  -2.7461  -2.2310  -2.2196  -0.39
N  -2.9615  -0.9795  -2.3023  0.25
C  -1.8424  -0.1518  -1.8074  -1.02
Br  -1.4344  0.8997  -3.4473  0.00
C  -2.5358  0.7769  -0.7601  -0.70
P  -3.5190  2.1525  -1.4692  0.85
O  -4.4210  1.7332  -2.5415  -0.73
O  -2.6208  3.4144  -1.8674  -0.47
O  -4.4152  2.7153  -0.2386  -0.52
H  3.6675  1.1669  1.9015  0.50
H  1.5162  2.2975  -1.2901  -0.29
H  0.1698  1.4251  -0.5977  -0.35
H  2.5584  0.0549  -2.0169  0.61
H  1.2912  0.7869  -2.9621  0.36
H  0.4339  -1.2484  -3.0655  0.64
H  1.3251  -1.8512  -1.6984  0.57
H  -1.6840  -1.3331  0.6283  0.75
H  -0.3851  -0.1624  0.7681  0.54
H  0.8857  -2.7451  0.1068  0.12
H  -0.3420  -2.9812  1.3298  0.57
H  1.0501  -2.3171  2.9009  0.30
H  1.1215  -0.6926  2.2350  0.54
H  -1.7184  -3.0059  -0.6589  0.11
H  0.2694  -3.8529  -1.7022  0.30
H  -0.2192  -3.2971  -3.2883  0.35
H  -1.2096  -4.5087  -2.3652  0.48
H  -3.3861  -3.0626  -2.5089  0.53
H  -3.8375  -0.6426  -2.7135  0.38
H  -3.2601  0.1566  -0.2079  0.75
H  -1.8582  1.1960  -0.0086  0.10
H  -2.6096  4.0430  -1.1272  0.34
H  -4.8959  1.9730  0.1547  0.28
F  7.2431  -2.8259  4.0063  -0.31
C  6.2232  -3.6885  3.8496  0.41
C  6.3287  -4.9608  4.3771  -0.49
C  5.2735  -5.8473  4.2182  -0.31
C  4.1341  -5.4549  3.5274  -0.71
C  4.0463  -4.1728  2.9990  -0.03
C  5.0952  -3.2807  3.1650  -0.57
H  7.2280  -5.2496  4.9052  0.42
H  5.3403  -6.8446  4.6329  0.37
H  3.3137  -6.1502  3.4012  0.37
H  3.1659  -3.8696  2.4600  0.35
H  5.0418  -2.2753  2.7678  0.45
F  -4.9262  0.4902  3.4275  -0.34
C  -6.0383  1.2593  3.4070  0.37
C  -7.0330  0.9845  2.4876  -0.34
C  -8.1767  1.7708  2.4679  -0.36
C  -8.3068  2.8263  3.3588  -0.50
C  -7.2968  3.0929  4.2736  -0.35
C  -6.1567  2.3023  4.3034  -0.49
H  -6.9103  0.1602  1.7950  0.47
H  -8.9650  1.5596  1.7575  0.37
H  -9.1968  3.4415  3.3403  0.38
H  -7.3967  3.9182  4.9659  0.37
H  -5.3639  2.4905  5.0157  0.42
F  3.2706  1.9328  -3.4616  -0.14
C  3.8198  3.1416  -3.7305  0.52
C  4.8259  3.2271  -4.6707  -0.57
C  5.3851  4.4658  -4.9494  -0.41
C  4.9387  5.5970  -4.2789  -0.52
C  3.9290  5.4917  -3.3328  -0.57
C  3.3600  4.2562  -3.0587  -0.22
H  5.1656  2.3328  -5.1769  0.41
H  6.1697  4.5485  -5.6896  0.37
H  5.3794  6.5614  -4.4950  0.38
H  3.5838  6.3723  -2.8073  0.36
H  2.5657  4.1565  -2.3298  0.35



> Among the records above, which one has the highest spin multiplicity?

C32H37N9O4SV



> Which value of charge does entry 1 give?

-1